Entry 1:
ORCA calculation (ωB97M-V with the def2-TZVPD basis set) on the molecule C11H11NO2 at a distorted geometry.

gap between HOMO and LUMO (spin up / spin down)	7.9 / 6.3	eV
total charge	0
2S+1	1
energy above the lowest of the compared OMol25 structures with the same formula, charge and spin	156.6	kcal per mole
HOMO (spin up / spin down)	-8.71 / -7.93	eV

Positions of all 25 atoms, in Å:
C 0.169 -0.300 0.984
C 0.236 2.123 -0.862
H 2.123 -1.785 1.501
O 3.215 1.177 0.999
C 2.299 1.074 0.212
H 1.001 -2.844 0.990
H -0.773 -1.666 -0.864
C -2.260 1.706 -0.572
C -0.947 1.382 -0.366
H 0.033 2.931 -1.577
H -4.169 1.141 0.311
H -0.003 -0.517 -1.874
C 1.128 -0.948 -0.051
H -2.508 2.601 -1.182
C 1.789 -2.189 0.607
O 2.154 -0.177 -0.534
H -2.453 -0.653 1.745
C -2.243 0.220 1.093
C 0.242 -1.370 -1.236
C 1.466 1.969 -0.413
H 2.542 -2.570 -0.105
N -0.924 0.428 0.640
C -3.067 0.996 0.348
H 0.212 -0.563 2.019
H 0.739 -2.168 -1.811



Entry 2:
ORCA calculation (ωB97M-V with the def2-TZVPD basis set) on the molecule C11H11NO3 at a distorted geometry.

gap between HOMO and LUMO	9.2	eV
total charge	0
2S+1	1
energy above the lowest of the compared OMol25 structures with the same formula, charge and spin	143.2	kcal per mole
SMILES string	O=C1CCC[C@@]23C=CC=C[C@@H]2[C@@]13[N+](=O)[O-]
HOMO	-8.94	eV

Positions of all 26 atoms, in Å:
H -0.105 -1.815 2.093
C 1.221 -1.314 -1.609
O 2.147 1.525 1.545
C 0.348 -1.679 1.041
O 2.929 0.524 -0.183
C -1.712 -0.310 0.764
C -2.279 0.964 -0.048
H -3.242 1.159 0.236
C -1.394 2.161 0.301
C 0.051 2.003 -0.288
H 2.490 -2.897 -1.340
H -1.268 2.228 1.494
C 0.658 0.688 0.016
H -2.296 0.853 -1.090
H 1.845 -3.253 0.962
H -2.066 3.057 -0.089
H -1.865 -0.032 1.796
O 0.632 2.887 -0.882
N 2.028 0.900 0.481
H 1.470 -1.146 -2.686
H -0.340 0.003 -1.907
H -2.439 -1.090 0.464
C 1.321 -2.392 0.484
C 0.253 -0.337 -1.095
C 1.844 -2.190 -0.825
C -0.229 -0.495 0.366



Entry 3:
ORCA calculation (ωB97M-V with the def2-TZVPD basis set) on a structure of composition C11H11NO3 at a distorted geometry.

gap between HOMO and LUMO	8.9	eV
total charge	0
2S+1	1
energy above the lowest of the compared OMol25 structures with the same formula, charge and spin	134.2	kcal per mole
HOMO	-8.44	eV

Positions of all 26 atoms, in Å:
H 3.262 2.458 0.836
C -3.264 1.037 0.126
C -2.525 -1.237 -0.057
H -4.562 -0.707 -0.082
C -1.930 1.480 0.117
H -2.816 -2.218 0.029
H 3.049 1.168 -0.443
C -1.188 -0.820 -0.052
N 0.576 0.748 0.072
C 1.333 1.818 0.424
C 2.003 -1.177 -1.345
C 2.791 1.524 0.559
H 3.087 0.805 1.335
H 2.729 -0.375 -1.406
H 1.368 -0.735 -2.135
H -0.223 -2.745 -0.208
C -0.853 0.572 0.048
H 2.313 -2.184 -1.332
C 1.231 -1.026 -0.098
H -1.694 2.456 0.000
C -0.047 -1.738 0.067
H -4.126 1.732 0.267
O 0.841 2.910 0.654
O 1.674 -1.351 1.195
O 0.501 -2.049 1.483
C -3.530 -0.347 -0.054



Entry 4:
ORCA calculation (ωB97M-V with the def2-TZVPD basis set) on a structure of composition C11H11NO7V at a distorted geometry.

gap between HOMO and LUMO	4.3	eV
total charge	+1
2S+1	1
HOMO	-13.26	eV

Positions of all 31 atoms, in Å:
O -1.435 -1.971 4.598
H 3.131 -0.129 -2.480
O 2.228 -2.561 -1.913
C -0.475 -3.278 -0.696
V -1.146 -0.686 3.687
H 0.996 2.560 1.908
N 2.836 -0.346 -1.530
C -0.424 -1.781 -0.466
C 2.088 0.809 -1.126
H -1.303 -3.731 -0.142
H -0.125 4.813 0.756
H -0.781 2.779 2.145
O 2.550 1.913 -1.192
O -0.587 0.841 3.757
C -1.427 0.310 0.306
C 0.088 3.022 1.521
O 0.275 4.419 1.535
C 0.689 -1.039 -0.826
C 1.977 -1.470 -1.488
H -1.173 -2.203 -3.147
H -2.365 -1.637 0.384
C 0.751 0.344 -0.626
C -1.477 -1.080 0.102
C -0.294 1.055 -0.069
O -0.515 -3.638 -2.056
H 0.458 -3.689 -0.304
O -1.596 -2.916 -2.647
C -0.196 2.549 0.089
H 0.631 2.897 -0.529
H -2.265 0.839 0.748
H -1.113 3.002 -0.298



Entry 5:
ORCA calculation (ωB97M-V with the def2-TZVPD basis set) on the molecule C11H11NOS at a distorted geometry.

gap between HOMO and LUMO (spin up / spin down)	7.0 / 7.0	eV
total charge	0
2S+1	1
energy above the lowest of the compared OMol25 structures with the same formula, charge and spin	46.6	kcal per mole
SMILES string	C=C/N=C1/C=CC=C/C1=C1\OCCS1
HOMO (spin up / spin down)	-7.14 / -7.14	eV

Positions of all 25 atoms, in Å:
C -1.707 0.793 0.426
H -0.168 1.916 -1.829
N -1.369 2.030 0.593
H -3.688 1.350 1.010
H 2.789 -1.367 -1.066
H -4.717 -0.847 0.577
C -2.867 -1.762 -0.069
C -0.343 2.745 0.108
C 0.176 2.661 -1.132
H 3.012 -0.582 1.894
C -3.660 -0.690 0.423
C -1.533 -1.600 -0.210
H -3.336 -2.703 -0.312
C 2.519 -1.523 -0.011
C 0.502 -0.419 0.197
C -0.870 -0.362 0.101
S 1.613 0.874 0.571
H 3.904 0.091 0.500
C -3.098 0.512 0.674
H -0.045 3.559 0.761
C 2.965 -0.341 0.831
H -0.914 -2.415 -0.551
O 1.119 -1.623 0.097
H 0.869 3.397 -1.497
H 2.936 -2.471 0.334



Entry 6:
ORCA calculation (ωB97M-V with the def2-TZVPD basis set) on a cluster of 2 separate species, C11H11NOS in total at a distorted geometry.

gap between HOMO and LUMO (spin up / spin down)	7.9 / 6.9	eV
total charge	0
2S+1	1
energy above the lowest of the compared OMol25 structures with the same formula, charge and spin	69.3	kcal per mole
HOMO (spin up / spin down)	-8.69 / -6.80	eV

Positions of all 25 atoms, in Å:
C 2.344 -1.364 0.439
C -0.800 0.384 0.575
H -3.700 2.008 1.132
H -2.986 -2.187 0.736
C -3.029 1.174 1.141
C -2.636 -1.213 0.820
C 0.592 0.277 0.469
H 3.858 -0.291 1.204
H -4.495 -0.464 1.360
H 2.486 -1.953 1.296
C 3.079 -0.052 0.554
C -1.299 -0.929 0.500
C -1.704 1.445 0.673
C -3.491 -0.171 1.263
H 0.297 0.266 -2.960
S 1.939 1.209 1.088
O -0.269 -3.071 0.435
N 0.935 -1.031 0.365
H 0.689 1.848 -2.170
H -1.455 2.468 0.369
C 0.861 0.872 -2.281
H 3.514 0.201 -0.428
H 1.764 0.507 -1.794
C -0.214 -1.831 0.488
H 2.671 -1.845 -0.469